# 1
A molecular structure, C2H5NO, computed with ωB97M-V/def2-TZVPD.

Geometry as ORCA input:
```
! wB97M-V def2-TZVPD RIJCOSX def2/J DEFGRID3
* xyz 0 1
C -0.146 -0.762 0.382
H -1.299 -1.844 -1.409
C -1.185 -0.615 -0.738
O 0.712 1.227 -0.082
N 0.774 0.044 0.684
H -0.196 -1.745 0.898
H -2.484 -0.273 -0.233
H -0.656 0.341 -1.456
H 1.512 1.660 0.203
*
```

DFT total energy = -5688.035 eV
highest occupied orbital energy = -9.97 eV
HOMO-LUMO gap = 10.77 eV
energy relative to the best compared isomer or geometry (same formula, charge and spin) = 501.2 kJ/mol
E_LUMO = 0.80 eV

=====

# 2
C2H5NO in the gas phase, computed with ωB97M-V/def2-TZVPD.

Geometry as ORCA input:
```
! wB97M-V def2-TZVPD RIJCOSX def2/J DEFGRID3
* xyz 0 1
H 1.594 0.430 0.942
H 1.890 -0.712 -0.304
H -1.151 1.302 0.115
O -2.501 -0.169 -0.021
C 1.124 0.047 -0.017
C -1.362 0.253 0.101
H 1.013 0.910 -0.819
N -0.204 -0.523 0.139
H -0.402 -1.539 -0.135
*
```

DFT total energy = -5692.219 eV
highest occupied orbital energy = -9.78 eV
HOMO-LUMO gap = 10.72 eV
energy relative to the best compared isomer or geometry (same formula, charge and spin) = 97.5 kJ/mol
E_LUMO = 0.94 eV

=====

# 3
A molecular structure, C2H5NO, computed with ωB97M-V/def2-TZVPD.

Geometry as ORCA input:
```
! wB97M-V def2-TZVPD RIJCOSX def2/J DEFGRID3
* xyz 0 1
H -0.772 -0.840 -1.119
H -1.814 0.875 0.733
H 2.005 -0.733 0.232
C -0.806 -0.286 -0.185
C 1.550 0.301 -0.027
O -1.963 0.286 -0.015
H -0.717 -1.286 0.707
N 0.313 0.544 -0.259
H 2.204 1.138 -0.067
*
```

DFT total energy = -5690.395 eV
highest occupied orbital energy = -9.55 eV
HOMO-LUMO gap = 10.56 eV
energy relative to the best compared isomer or geometry (same formula, charge and spin) = 273.5 kJ/mol
E_LUMO = 1.01 eV

=====

# 4
2 unconnected molecules or ions with the total composition C2H5NO, computed with ωB97M-V/def2-TZVPD.

Geometry as ORCA input:
```
! wB97M-V def2-TZVPD RIJCOSX def2/J DEFGRID3
* xyz 0 3
C 0.309 1.245 0.182
H 0.816 1.735 -0.688
H 0.987 -0.492 0.614
O 1.232 0.424 0.828
H 0.082 2.103 0.854
H -0.628 -2.153 0.358
H -1.371 -1.911 -1.302
N -0.865 0.748 -0.218
C -0.561 -1.698 -0.627
*
```

DFT total energy = -5684.685 eV
expectation value of S² = 2.343
highest occupied orbital energy (alpha / beta) = -9.49 / -9.72 eV
HOMO-LUMO gap (alpha / beta) = 8.85 / 8.27 eV
energy relative to the best compared isomer or geometry (same formula, charge and spin) = 289.4 kJ/mol
E_LUMO (alpha / beta) = -0.64 / -1.45 eV

=====

# 5
C2H5NO2 in the gas phase, computed with ωB97M-V/def2-TZVPD.

Geometry as ORCA input:
```
! wB97M-V def2-TZVPD RIJCOSX def2/J DEFGRID3
* xyz 0 1
N 1.538 0.077 0.227
H -1.328 -0.036 -1.372
H -1.292 1.326 1.063
H 1.965 0.876 -0.219
C 0.390 -0.592 -0.153
O -1.208 1.362 0.103
H -1.645 -0.657 0.231
C -1.007 0.042 -0.327
H 2.205 -0.589 0.593
O 0.382 -1.809 -0.146
*
```

DFT total energy = -7739.947 eV
highest occupied orbital energy = -9.81 eV
HOMO-LUMO gap = 10.55 eV
energy relative to the best compared isomer or geometry (same formula, charge and spin) = 77.6 kJ/mol
E_LUMO = 0.74 eV

=====

# 6
C2H5NO2 in the gas phase, computed with ωB97M-V/def2-TZVPD.

Geometry as ORCA input:
```
! wB97M-V def2-TZVPD RIJCOSX def2/J DEFGRID3
* xyz 0 1
C -0.106 1.060 0.895
C 0.197 -0.884 -0.482
O 0.795 1.629 0.322
N -0.504 -0.199 0.608
O -0.003 -0.232 -1.674
H 0.520 0.580 -1.656
H -1.149 -0.691 1.203
H 1.245 -0.963 -0.204
H -0.716 1.536 1.677
H -0.278 -1.835 -0.688
*
```

DFT total energy = -7740.105 eV
highest occupied orbital energy = -10.23 eV
HOMO-LUMO gap = 11.05 eV
energy relative to the best compared isomer or geometry (same formula, charge and spin) = 62.3 kJ/mol
E_LUMO = 0.83 eV

=====

# 7
C2H5NO2 in the gas phase, computed with ωB97M-V/def2-TZVPD.

Geometry as ORCA input:
```
! wB97M-V def2-TZVPD RIJCOSX def2/J DEFGRID3
* xyz 0 1
H -1.157 -1.210 -0.084
O 1.326 -0.360 -0.889
C 0.564 -0.074 0.196
H -2.699 0.661 0.399
H -1.855 1.749 -0.560
O 1.059 -0.294 1.317
C -0.890 -0.191 -0.424
H 2.347 -0.441 -0.486
H -0.769 -0.226 -1.511
N -1.855 0.899 0.027
*
```

DFT total energy = -7739.092 eV
highest occupied orbital energy = -9.42 eV
HOMO-LUMO gap = 10.04 eV
energy relative to the best compared isomer or geometry (same formula, charge and spin) = 160.1 kJ/mol
E_LUMO = 0.62 eV

=====

# 8
A molecular structure, C2H5NO2, computed with ωB97M-V/def2-TZVPD.

Geometry as ORCA input:
```
! wB97M-V def2-TZVPD RIJCOSX def2/J DEFGRID3
* xyz 0 1
H -0.662 2.490 0.445
H -0.387 0.892 1.639
H -1.759 -2.977 -0.284
C -0.513 1.389 0.611
C 1.785 -0.363 -0.280
O 1.945 0.392 -1.151
O 1.849 -1.119 0.577
N -0.262 0.597 -0.330
H -1.702 -2.296 0.123
H -0.294 0.995 -1.350
*
```

DFT total energy = -7738.587 eV
highest occupied orbital energy = -10.48 eV
HOMO-LUMO gap = 11.32 eV
energy relative to the best compared isomer or geometry (same formula, charge and spin) = 208.9 kJ/mol
E_LUMO = 0.84 eV

=====

# 9
C2H5NO2 in the gas phase, computed with ωB97M-V/def2-TZVPD.

Geometry as ORCA input:
```
! wB97M-V def2-TZVPD RIJCOSX def2/J DEFGRID3
* xyz 0 1
H -0.720 -0.958 -2.062
H 0.570 -2.096 -0.877
H 0.521 1.733 1.842
H -0.374 -0.457 1.677
C 0.003 -0.948 -1.151
H 0.754 -0.141 -1.426
C 0.207 1.281 0.974
O -0.172 2.088 0.118
O -0.935 -0.432 -0.005
N 0.147 -0.069 0.910
*
```

DFT total energy = -7736.252 eV
highest occupied orbital energy = -10.19 eV
HOMO-LUMO gap = 11.09 eV
energy relative to the best compared isomer or geometry (same formula, charge and spin) = 434.1 kJ/mol
E_LUMO = 0.90 eV

=====

# 10
2 unconnected molecules or ions with the total composition C2H5NO2, computed with ωB97M-V/def2-TZVPD.

Geometry as ORCA input:
```
! wB97M-V def2-TZVPD RIJCOSX def2/J DEFGRID3
* xyz 0 1
H 2.518 0.398 1.668
O 0.788 0.014 -0.953
H 0.896 1.018 1.459
O -2.277 -0.273 0.581
N 1.659 0.543 1.090
H 2.813 0.032 -0.491
C 1.718 0.109 -0.203
H -2.460 0.229 -1.356
C -2.032 -0.442 -0.621
H -1.582 -1.406 -0.993
*
```

DFT total energy = -7739.190 eV
highest occupied orbital energy = -9.77 eV
HOMO-LUMO gap = 10.65 eV
energy relative to the best compared isomer or geometry (same formula, charge and spin) = 150.7 kJ/mol
E_LUMO = 0.88 eV

=====

# 11
2 unconnected molecules or ions with the total composition C2H5NO2, computed with ωB97M-V/def2-TZVPD.

Geometry as ORCA input:
```
! wB97M-V def2-TZVPD RIJCOSX def2/J DEFGRID3
* xyz 0 1
H -0.823 -3.750 5.228
H 1.356 3.111 -5.899
O 2.146 2.319 -4.349
H -3.662 -2.582 4.803
N -3.093 -3.572 4.828
C -1.790 -3.117 4.942
O 2.142 4.649 -4.979
H -1.191 -2.228 5.243
C 2.008 3.467 -5.138
H 2.906 1.703 -4.680
*
```

DFT total energy = -7736.451 eV
highest occupied orbital energy = -10.64 eV
HOMO-LUMO gap = 11.16 eV
energy relative to the best compared isomer or geometry (same formula, charge and spin) = 414.9 kJ/mol
E_LUMO = 0.52 eV

=====

# 12
2 unconnected molecules or ions with the total composition C2H5NO2, computed with ωB97M-V/def2-TZVPD.

Geometry as ORCA input:
```
! wB97M-V def2-TZVPD RIJCOSX def2/J DEFGRID3
* xyz 0 1
H -1.867 -0.991 -0.925
O 3.386 -0.497 0.012
C -1.375 -0.650 -0.043
C -1.069 0.796 0.020
H -1.346 1.446 -0.800
H 0.702 -0.343 0.360
O 4.219 0.346 -0.128
N -0.023 -0.163 -0.348
H -1.074 1.270 0.988
H -1.552 -1.214 0.864
*
```

DFT total energy = -7733.567 eV
highest occupied orbital energy = -9.47 eV
HOMO-LUMO gap = 7.47 eV
energy relative to the best compared isomer or geometry (same formula, charge and spin) = 693.2 kJ/mol
E_LUMO = -2.00 eV

=====

# 13
A gas-phase ion, C2H5NO2 (charge +1), computed with ωB97M-V/def2-TZVPD.

Geometry as ORCA input:
```
! wB97M-V def2-TZVPD RIJCOSX def2/J DEFGRID3
* xyz 1 2
H 1.067 -0.534 -2.156
H -1.088 -0.607 -1.171
C -0.616 0.568 0.611
N -0.368 -0.059 -0.688
O -0.421 -0.427 1.634
H 0.537 -0.473 1.780
O 1.824 -0.177 -0.257
H -0.198 1.574 0.605
C 0.965 -0.372 -1.080
H -1.701 0.508 0.722
*
```

DFT total energy = -7729.414 eV
expectation value of S² = 0.768
highest occupied orbital energy (alpha / beta) = -17.42 / -16.90 eV
HOMO-LUMO gap (alpha / beta) = 12.53 / 6.90 eV
energy relative to the best compared isomer or geometry (same formula, charge and spin) = 158.1 kJ/mol
E_LUMO (alpha / beta) = -4.89 / -10.00 eV

=====

# 14
A molecular structure, C2H5NO2P, computed with ωB97M-V/def2-TZVPD.

Geometry as ORCA input:
```
! wB97M-V def2-TZVPD RIJCOSX def2/J DEFGRID3
* xyz 1 1
C -0.868 -0.790 -0.019
H -0.826 -1.524 0.843
O -0.110 1.289 0.049
C -1.316 0.647 0.367
N 2.460 -0.400 0.547
H -2.275 1.127 -0.158
O 3.318 -0.324 -0.215
H -1.314 -1.189 -0.989
P 0.780 0.028 -0.351
H 1.658 0.361 -1.557
H -1.507 0.775 1.484
*
```

DFT total energy = -17017.143 eV
highest occupied orbital energy (alpha / beta) = -14.57 / -14.57 eV
HOMO-LUMO gap (alpha / beta) = 8.18 / 8.18 eV
energy relative to the best compared isomer or geometry (same formula, charge and spin) = 423.9 kJ/mol
E_LUMO (alpha / beta) = -6.39 / -6.39 eV

=====

# 15
A molecular structure, C2H5NO2S2, computed with ωB97M-V/def2-TZVPD.

Geometry as ORCA input:
```
! wB97M-V def2-TZVPD RIJCOSX def2/J DEFGRID3
* xyz 0 1
O -5.124 -0.799 -1.523
H -1.578 -2.107 -0.094
O -5.190 -1.469 0.689
S -2.952 1.284 -0.965
S -2.494 0.793 1.784
H -1.686 0.755 -1.164
N -3.302 1.322 0.579
C -5.175 -1.156 -0.423
C -1.491 -1.909 -1.141
H -0.769 -2.489 -1.720
H -2.495 -2.028 -1.574
H -1.211 -0.829 -1.036
*
```

DFT total energy = -29408.977 eV
highest occupied orbital energy = -8.58 eV
HOMO-LUMO gap = 7.33 eV
energy relative to the best compared isomer or geometry (same formula, charge and spin) = 149.4 kJ/mol
E_LUMO = -1.25 eV

=====

# 16
2 unconnected molecules or ions with the total composition C2H5NO3, computed with ωB97M-V/def2-TZVPD.

Geometry as ORCA input:
```
! wB97M-V def2-TZVPD RIJCOSX def2/J DEFGRID3
* xyz 0 1
H 0.984 -1.177 0.467
O -1.739 0.330 0.964
H 1.054 -1.491 -1.261
O -0.958 0.267 -1.565
N 0.366 0.415 -0.672
H -1.656 -0.071 -0.978
H 2.266 -0.452 -0.644
H 0.606 1.398 -0.703
C -1.063 0.699 1.865
C 1.220 -0.720 -0.505
O -1.080 0.803 3.032
*
```

DFT total energy = -9784.284 eV
highest occupied orbital energy = -8.99 eV
HOMO-LUMO gap = 8.27 eV
energy relative to the best compared isomer or geometry (same formula, charge and spin) = 376.8 kJ/mol
E_LUMO = -0.71 eV

=====

# 17
2 unconnected molecules or ions with the total composition C2H5NO3, computed with ωB97M-V/def2-TZVPD.

Geometry as ORCA input:
```
! wB97M-V def2-TZVPD RIJCOSX def2/J DEFGRID3
* xyz 0 1
H 0.764 -0.512 0.942
O -1.702 0.750 1.458
H -1.615 -1.041 -1.189
C -2.030 -0.091 0.621
O 1.867 -0.520 -1.571
N -1.317 -0.202 -0.545
C 2.036 -0.067 -0.491
O 1.118 0.292 0.484
H -0.356 0.145 -0.450
H 2.930 0.382 -0.097
H -2.805 -0.796 0.861
*
```

DFT total energy = -9786.784 eV
highest occupied orbital energy = -9.90 eV
HOMO-LUMO gap = 10.46 eV
energy relative to the best compared isomer or geometry (same formula, charge and spin) = 135.6 kJ/mol
E_LUMO = 0.56 eV

=====

# 18
A molecular structure, C2H5NO3, computed with ωB97M-V/def2-TZVPD.

Geometry as ORCA input:
```
! wB97M-V def2-TZVPD RIJCOSX def2/J DEFGRID3
* xyz 0 1
O -0.901 -1.425 -1.002
C -0.587 -0.437 -0.471
H 1.807 1.106 0.191
H 1.359 -0.938 -1.690
O -2.111 -0.238 1.625
H -1.566 -0.631 2.315
H -1.769 0.696 1.512
N -0.175 0.394 0.347
H 0.939 1.355 -1.309
O 1.857 -0.493 -0.993
C 1.147 0.611 -0.525
*
```

DFT total energy = -9786.008 eV
highest occupied orbital energy = -10.55 eV
HOMO-LUMO gap = 11.04 eV
energy relative to the best compared isomer or geometry (same formula, charge and spin) = 210.5 kJ/mol
E_LUMO = 0.48 eV

=====

# 19
C2H5NO3S in the gas phase, computed with ωB97M-V/def2-TZVPD.

Geometry as ORCA input:
```
! wB97M-V def2-TZVPD RIJCOSX def2/J DEFGRID3
* xyz 0 1
C -1.568 -0.255 -0.041
N 2.899 0.950 -0.557
H -1.577 -0.292 0.973
S -0.035 0.623 -0.342
H -2.425 0.290 -0.501
C 2.351 -0.079 -0.349
O 1.071 -0.342 0.302
H 2.294 1.770 -0.291
H 2.742 -0.928 -0.803
O 0.332 0.789 -1.735
O -0.196 1.744 0.489
H -1.376 -1.238 -0.420
*
```

DFT total energy = -20620.959 eV
highest occupied orbital energy = -11.17 eV
HOMO-LUMO gap = 11.78 eV
energy relative to the best compared isomer or geometry (same formula, charge and spin) = 248.5 kJ/mol
E_LUMO = 0.61 eV

=====

# 20
A molecular structure, C2H5NO3S, computed with ωB97M-V/def2-TZVPD.

Geometry as ORCA input:
```
! wB97M-V def2-TZVPD RIJCOSX def2/J DEFGRID3
* xyz 0 1
O -1.368 -0.916 1.330
C -0.157 -2.063 -0.102
H 1.553 -1.346 -0.457
N 1.089 -2.097 -0.044
C -0.344 1.262 0.112
H 0.215 0.918 0.936
H 0.289 1.281 -0.670
O -0.813 -1.174 -0.979
H -0.923 2.131 0.075
H -0.833 -2.804 0.265
O -2.775 0.315 -0.420
S -1.526 -0.110 0.093
*
```

DFT total energy = -20620.625 eV
highest occupied orbital energy = -10.80 eV
HOMO-LUMO gap = 11.37 eV
energy relative to the best compared isomer or geometry (same formula, charge and spin) = 280.7 kJ/mol
E_LUMO = 0.57 eV